[1]
DFT (ωB97M-V with the def2-TZVPD basis set) results for a 2-piece molecular cluster, C3H9OS overall in a non-equilibrium geometry.

```
14
Properties=species:S:1:pos:R:3:forces:R:3:mulliken_charge:R:1
C 1.646219 -0.082778 1.658373 -0.60 0.11 -0.37 -1.1319
C 0.534333 0.388745 0.667463 0.97 -0.64 1.18 -0.3768
C -0.477918 -0.727583 0.447614 0.18 1.01 -1.22 -0.6330
S -1.781834 -0.338661 -0.769566 -0.37 0.05 0.54 -0.6544
H 2.381083 0.707560 1.762341 0.40 0.03 0.10 0.3205
H 2.127541 -1.033363 1.411426 0.02 0.14 -0.24 0.3253
H 1.163510 -0.215327 2.623487 0.07 -0.11 0.28 0.2984
H 0.095052 1.197287 1.242285 -0.50 0.47 -0.47 0.2098
H 0.990114 0.779198 -0.241304 -0.26 -0.08 -0.18 0.3651
H -0.906006 -0.924481 1.426806 -0.06 -0.61 0.03 0.2326
H 0.056092 -1.550544 -0.023081 0.11 -0.48 0.67 0.2049
H -2.248543 0.357620 -2.732226 -0.01 0.09 -0.43 0.1968
H -1.315115 0.785966 -3.798245 -0.20 0.00 -0.09 0.3095
O -2.264525 0.656361 -3.675374 0.26 0.02 0.20 -0.6668
```
Forces are in eV/Å.

## Properties
* E: -16140.56313 eV
* total charge: -1
* ΔE to the lowest compared entry with this formula, charge and spin: 11.4 kcal/mol

[2]
DFT (ωB97M-V with the def2-TZVPD basis set) results for a 2-piece molecular cluster, C3H9OS overall in a non-equilibrium geometry.

```
14
Properties=species:S:1:pos:R:3:forces:R:3:mulliken_charge:R:1
C -0.182129 -0.927520 1.908840 -1.34 -0.45 1.29 -1.1017
C 0.998550 -0.652099 1.066845 0.80 0.01 -0.66 -0.2097
C 0.618716 -0.624383 -0.395243 -0.57 0.07 -1.26 -0.8148
S -0.586790 0.657550 -0.906832 -0.21 0.09 0.28 -0.6871
H -1.034186 -0.332712 1.585185 -0.01 0.20 0.02 0.2980
H -0.508465 -1.973625 1.868927 0.11 -0.05 -0.30 0.2829
H -0.013331 -0.751818 2.975764 0.09 0.20 0.01 0.3121
H 1.702725 -1.475028 1.192681 0.47 0.01 0.16 0.2311
H 1.476952 0.284055 1.361042 0.05 0.05 -0.06 0.2633
H 1.453806 -0.504918 -1.090782 0.35 -0.17 0.44 0.2740
H 0.158764 -1.595678 -0.640377 0.16 0.05 0.08 0.2234
H -0.956443 2.512031 -2.299283 0.05 -0.32 -0.07 0.2690
H -1.720717 2.362198 -3.630099 0.22 0.04 0.45 0.2991
O -1.407453 3.021943 -2.996673 -0.19 0.26 -0.38 -0.6395
```
Forces are in eV/Å.

## Properties
* E: -16140.73100 eV
* total charge: -1
* ΔE to the lowest compared entry with this formula, charge and spin: 7.5 kcal/mol

[3]
DFT (ωB97M-V with the def2-TZVPD basis set) results for a 2-piece molecular cluster, C3H9OS overall in a non-equilibrium geometry.

```
14
Properties=species:S:1:pos:R:3:forces:R:3:mulliken_charge:R:1
C -0.131005 -1.632488 2.082493 -0.40 0.76 -0.78 -1.0233
C -0.679189 -0.352501 1.357579 -0.04 -1.61 0.63 -0.2049
C -0.749757 -0.495249 -0.146359 1.86 0.29 -0.89 -1.0351
S 0.931993 -0.524859 -1.043258 -0.68 0.29 0.64 -0.6669
H 0.509808 -2.157983 1.376640 0.38 0.03 0.21 0.2729
H -0.931704 -2.314285 2.374344 -0.07 0.05 0.08 0.2615
H 0.404609 -1.287624 2.962845 0.22 -0.43 0.16 0.3065
H -1.695673 -0.220490 1.739155 -0.07 0.49 0.13 0.2698
H -0.029255 0.455868 1.681911 -0.14 0.41 -0.33 0.2502
H -1.269236 0.364847 -0.564565 -0.49 -0.25 -0.09 0.2990
H -1.153289 -1.447923 -0.474007 -0.74 0.07 0.26 0.3085
H -0.201347 2.607079 -1.803016 0.19 0.10 -0.42 0.3261
H -0.172369 2.289410 -0.400770 0.32 -0.27 0.59 0.3204
O -0.192501 3.067808 -0.960059 -0.33 0.07 -0.17 -0.6848
```
Forces are in eV/Å.

## Properties
* E: -16140.44605 eV
* total charge: -1
* ΔE to the lowest compared entry with this formula, charge and spin: 14.1 kcal/mol

[4]
DFT (ωB97M-V with the def2-TZVPD basis set) results for a 2-piece molecular cluster, C3H9OS overall in a non-equilibrium geometry.

```
14
Properties=species:S:1:pos:R:3:forces:R:3:mulliken_charge:R:1
C -0.148875 -1.489244 -0.308828 0.60 -1.24 0.92 -0.8563
C 0.906203 -0.474219 0.231372 0.05 -0.89 -0.71 -0.5229
C 0.477858 0.172330 1.486027 0.23 1.55 1.70 -0.6407
S -0.686129 1.631709 1.108996 0.48 -1.02 0.60 -0.6400
H 0.443359 -2.184189 -1.020236 -1.67 1.35 0.09 0.2832
H -0.329308 -2.287086 0.554443 -0.02 1.87 -1.38 0.2160
H -1.149535 -0.964516 -0.571887 1.83 -1.24 -0.04 0.2455
H 1.267133 0.338109 -0.435188 -0.63 -0.71 -0.17 0.3116
H 1.787124 -1.068699 0.467870 0.39 -0.33 -0.08 0.3009
H 0.062126 -0.615641 2.190751 0.14 1.04 -0.65 0.2379
H 1.447980 0.557525 1.978040 -1.51 -0.27 -0.40 0.2083
H -1.585094 1.574862 -2.349269 -1.04 -3.95 -0.79 0.2882
H -1.136724 2.386531 -1.167402 -0.19 -0.16 -1.54 0.2305
O -1.356119 2.422527 -2.164689 1.35 3.98 2.46 -0.6623
```
Forces are in eV/Å.

## Properties
* E: -16139.92812 eV
* total charge: -1
* ΔE to the lowest compared entry with this formula, charge and spin: 26.0 kcal/mol

no.,gap between HOMO and LUMO (eV),HOMO level (eV)
1,6.506,-2.59
2,6.683,-2.57
3,6.780,-2.53
4,6.874,-2.73